Entry 1:
C29H48N3O2PtSbSi3 | the ωB97M-V functional and the def2-TZVPD basis

Geometry as ORCA input:
```
! wB97M-V def2-TZVPD RIJCOSX def2/J DEFGRID3
* xyz 0 1
Pt -0.351 -0.185 0.600
O -3.490 1.913 -5.315
C -2.102 1.647 -5.272
C -1.698 1.296 -3.867
C -0.391 0.935 -3.578
C -0.056 0.601 -2.283
N -0.932 0.613 -1.270
C -2.195 0.994 -1.534
C -2.602 1.331 -2.818
C -3.179 1.092 -0.391
C -4.546 1.198 -0.619
C -5.407 1.340 0.463
C -6.889 1.503 0.254
O -7.249 2.863 0.052
C -4.854 1.379 1.736
C -3.479 1.252 1.870
N -2.666 1.098 0.837
H -3.731 2.169 -6.209
H -1.524 2.520 -5.596
H -1.840 0.811 -5.931
H 0.369 0.901 -4.349
H 0.946 0.289 -2.024
H -3.615 1.636 -3.019
H -4.959 1.155 -1.616
H -7.434 1.074 1.102
H -7.203 0.979 -0.649
H -6.849 3.392 0.751
H -5.482 1.484 2.613
H -3.012 1.253 2.850
C -2.042 -5.202 -3.233
Si -1.790 -5.096 -1.369
C -0.885 -6.659 -0.860
C -3.482 -5.119 -0.550
Sb -0.893 -2.691 -1.029
Si 1.516 -3.072 -1.837
C 2.636 -1.751 -1.101
C 2.255 -4.752 -1.467
C 1.481 -2.883 -3.706
Si -0.463 -2.764 1.521
C -0.075 -4.567 1.954
C -2.097 -2.475 2.434
C 0.903 -1.849 2.455
H -2.655 -6.065 -3.505
H -1.085 -5.297 -3.750
H -2.533 -4.303 -3.610
H -1.468 -7.517 -1.208
H -0.764 -6.748 0.217
H 0.103 -6.724 -1.311
H -4.078 -5.962 -0.907
H -4.026 -4.198 -0.770
H -3.398 -5.203 0.535
H 3.375 -2.201 -0.434
H 2.046 -1.036 -0.516
H 3.178 -1.213 -1.882
H 2.244 -4.981 -0.401
H 3.295 -4.768 -1.807
H 1.721 -5.545 -1.987
H 1.042 -1.927 -3.998
H 0.883 -3.673 -4.165
H 2.492 -2.940 -4.120
H -0.921 -5.203 1.697
H 0.101 -4.664 3.031
H 0.801 -4.958 1.433
H -2.763 -3.318 2.232
H -2.602 -1.566 2.102
H -1.961 -2.430 3.519
H 1.830 -1.815 1.882
H 1.118 -2.343 3.412
H -0.481 -0.460 3.071
C 2.052 1.756 1.383
C 2.046 1.420 2.851
C 2.849 2.188 3.695
C 2.915 1.952 5.055
C 2.154 0.930 5.599
C 1.344 0.139 4.794
C 0.490 -0.907 5.473
C 1.303 0.384 3.415
N 0.426 -0.444 2.609
H 2.908 2.396 1.166
H 1.141 2.281 1.091
H 2.099 0.864 0.757
H 3.435 2.987 3.258
H 3.543 2.565 5.687
H 2.175 0.743 6.665
H 0.343 -0.631 6.516
H 0.957 -1.892 5.458
H -0.497 -1.011 5.019
*
```

=====

Entry 2:
C26H27Cl3FInNO5S4SbTe | the ωB97M-V functional and the def2-TZVPD basis

Geometry as ORCA input:
```
! wB97M-V def2-TZVPD RIJCOSX def2/J DEFGRID3
* xyz -2 1
In -0.132 1.100 -2.430
S 2.147 4.344 -4.805
Sb 1.239 2.501 -5.808
S 2.327 0.715 -2.819
S -0.832 2.061 -4.570
S 2.515 0.532 -4.859
C 2.229 -0.562 5.162
C 3.221 -0.696 4.006
C 4.146 -1.895 4.151
C 3.361 -3.198 4.056
C 2.529 -3.215 2.796
C 2.130 -4.404 2.226
C 1.375 -4.396 1.062
F 0.994 -5.585 0.546
C 1.023 -3.240 0.431
C 1.424 -2.025 0.984
C 1.066 -0.767 0.284
O 0.577 -0.827 -0.833
C 1.332 0.450 1.014
C 2.038 0.366 2.164
N 2.512 -0.781 2.721
C 2.159 -2.008 2.173
C 0.876 1.856 0.631
O 0.903 2.688 1.551
O 0.533 2.088 -0.566
H 2.753 -0.545 6.122
H 1.519 -1.392 5.162
H 1.657 0.361 5.059
H 3.829 0.206 3.962
H 4.679 -1.823 5.101
H 4.888 -1.864 3.347
H 2.721 -3.313 4.935
H 4.041 -4.051 4.051
H 2.402 -5.349 2.682
H 0.441 -3.242 -0.483
H 2.247 1.283 2.701
Cl -7.313 -0.567 0.627
C -5.663 -0.225 0.119
C -5.386 -0.006 -1.218
C -4.087 0.253 -1.617
Cl -3.768 0.524 -3.300
C -2.983 0.295 -0.714
O -1.755 0.488 -1.015
C -3.357 0.077 0.644
Cl -2.086 0.130 1.833
C -4.650 -0.184 1.059
H -6.179 -0.038 -1.955
H -4.858 -0.360 2.107
C -1.836 -2.609 -4.883
Te -0.915 -1.927 -3.079
C 0.980 -2.716 -3.630
H -1.331 -2.187 -5.753
H -2.879 -2.281 -4.875
H -1.795 -3.700 -4.911
H 0.983 -3.805 -3.561
H 1.707 -2.272 -2.946
H 1.204 -2.382 -4.641
C -1.834 4.890 0.048
C -0.488 5.153 -0.634
C -0.698 4.506 -1.996
O -1.578 3.384 -1.751
C -2.143 3.477 -0.436
H -2.592 5.595 -0.307
H -1.785 4.941 1.137
H 0.298 4.621 -0.096
H -0.230 6.210 -0.716
H 0.223 4.162 -2.463
H -1.191 5.186 -2.697
H -1.668 2.740 0.214
H -3.211 3.257 -0.500
*
```

=====

Entry 3:
H14O7 | the ωB97M-V functional and the def2-TZVPD basis

Geometry as ORCA input:
```
! wB97M-V def2-TZVPD RIJCOSX def2/J DEFGRID3
* xyz 0 1
O 0.065 0.861 -0.126
H 0.839 1.382 0.114
H -0.201 1.217 -0.981
O -0.428 -0.889 -3.579
H -0.780 -1.053 -4.461
H 0.264 -1.552 -3.475
O 1.866 -2.646 2.871
H 1.262 -1.921 3.068
H 1.306 -3.312 2.458
O -0.942 3.026 -2.705
H -1.295 2.526 -1.961
H -0.518 3.789 -2.295
O 0.333 -3.807 1.074
H 0.383 -3.229 0.304
H -0.320 -3.385 1.643
O -2.431 0.226 1.664
H -2.341 0.155 2.621
H -2.049 -0.594 1.331
O 1.468 3.231 0.786
H 1.787 2.791 1.583
H 2.209 3.170 0.173
*
```

The SMILES is O.O.O.O.O.O.O.

=====

Entry 4:
C47H41N7O2SSrTe | the ωB97M-V functional and the def2-TZVPD basis

Geometry as ORCA input:
```
! wB97M-V def2-TZVPD RIJCOSX def2/J DEFGRID3
* xyz 0 1
Sr 0.689 0.606 -0.718
C 5.394 -0.845 -0.644
C 3.911 -0.725 -0.484
N 3.144 -0.094 -1.292
N 3.752 0.550 -2.340
C 2.937 0.841 -3.348
N 3.523 1.684 -4.257
S 1.340 0.273 -3.671
C 3.240 -1.424 0.654
C 3.957 -2.267 1.491
C 3.292 -2.981 2.477
C 1.921 -2.837 2.611
C 1.286 -1.939 1.771
N 1.920 -1.241 0.824
H 5.703 -0.269 -1.508
H 5.689 -1.891 -0.790
H 5.916 -0.468 0.246
H 4.523 1.789 -4.194
H 3.107 1.696 -5.169
H 5.029 -2.364 1.369
H 3.842 -3.645 3.135
H 1.358 -3.397 3.348
H 0.213 -1.768 1.857
C 1.625 4.853 -3.116
C 2.481 5.544 -2.284
C 2.972 4.908 -1.155
C 2.574 3.605 -0.891
N 1.682 2.942 -1.650
C 1.245 3.567 -2.758
C 3.157 2.873 0.280
C 4.478 3.083 0.650
C 4.977 2.431 1.766
C 4.140 1.607 2.499
C 2.846 1.427 2.047
N 2.357 2.019 0.944
H 1.247 5.292 -4.033
H 2.773 6.565 -2.508
H 3.645 5.421 -0.475
H 0.585 2.989 -3.392
H 5.110 3.730 0.054
H 6.010 2.572 2.062
H 4.481 1.104 3.397
H 2.159 0.775 2.583
C -4.778 -4.156 1.335
C -3.687 -3.288 0.735
C -3.127 -3.566 -0.511
C -2.104 -2.810 -1.049
C -1.569 -3.237 -2.391
O -2.337 -3.523 -3.285
C -0.087 -3.354 -2.602
C 0.425 -3.272 -3.889
C 1.785 -3.451 -4.112
C 2.634 -3.726 -3.044
C 2.120 -3.820 -1.756
C 0.763 -3.630 -1.538
C -1.604 -1.660 -0.386
O -0.692 -0.917 -0.938
C -2.209 -1.331 0.870
C -3.214 -2.170 1.392
C -1.861 -0.075 1.595
N -0.913 0.713 1.207
C -0.750 2.037 1.842
C -1.595 3.067 1.075
Te -1.536 2.730 -1.061
C -3.439 1.823 -1.107
C -3.577 0.535 -1.621
C -4.825 -0.090 -1.614
C -5.937 0.582 -1.119
C -5.806 1.883 -0.637
C -4.560 2.505 -0.630
C -2.699 0.285 2.801
C -2.243 0.002 4.084
C -3.039 0.283 5.190
C -4.289 0.868 5.019
C -4.741 1.167 3.737
C -3.953 0.866 2.630
H -4.994 -5.012 0.693
H -5.708 -3.594 1.467
H -4.489 -4.540 2.318
H -3.481 -4.422 -1.081
H -0.253 -3.057 -4.711
H 2.184 -3.372 -5.120
H 3.695 -3.872 -3.217
H 2.774 -4.051 -0.921
H 0.356 -3.719 -0.537
H -3.650 -1.927 2.354
H 0.290 2.321 1.761
H -1.013 2.055 2.900
H -1.275 4.084 1.286
H -2.651 2.973 1.332
H -2.714 0.012 -2.017
H -4.911 -1.108 -1.985
H -6.908 0.098 -1.119
H -6.673 2.417 -0.265
H -4.465 3.516 -0.250
H -1.265 -0.459 4.217
H -2.682 0.042 6.186
H -4.915 1.075 5.879
H -5.712 1.626 3.595
H -4.325 1.051 1.624
*
```

=====

| no. | LUMO energy (eV) | maximum force (hartree/bohr) | HOMO-LUMO gap (Ha) |
| --- | --- | --- | --- |
| 1 | -0.0458 | 0.0202 | 0.20987 |
| 2 | 3.4664 | 0.0109 | 0.17597 |
| 3 | 0.0693 | 0.0151 | 0.40699 |
| 4 | -0.1227 | 0.0796 | 0.25234 |